[1]
ORCA calculation (ωB97M-V/def2-TZVPD) on a molecular structure, C24H42CdCl3N4O3SSi at a distorted geometry.

Its spin multiplicity is 1. The net charge is -1. The highest occupied orbital energy is -3.86 eV. As for the energy above the lowest of the compared OMol25 structures with the same formula, charge and spin: 0.000 eV.

CARTESIAN COORDINATES (ANGSTROEM)
Cd: -0.370 1.141 -1.294
Cl: -0.003 -0.315 -3.164
Cl: -2.721 -0.710 -4.536
Cl: -1.694 1.772 0.643
S: 0.642 3.426 -1.989
Si: -1.819 1.004 -5.393
O: 1.848 1.441 2.082
O: 2.150 0.309 -0.983
O: -0.170 -1.136 0.074
N: 1.257 0.983 4.235
N: 0.119 5.443 -0.281
N: 1.041 3.770 0.736
N: 2.571 -1.961 -0.802
C: -2.669 1.080 -7.097
C: 2.918 -3.063 0.074
C: -2.469 2.355 -4.301
C: -1.085 -5.616 0.069
C: -1.401 -3.114 0.182
C: 2.634 1.065 4.706
C: -1.050 -1.770 0.845
C: 0.186 5.785 1.052
C: -2.201 -2.975 -1.070
C: -0.032 1.079 -5.940
C: 0.975 1.185 2.931
C: 0.621 4.188 -0.488
C: 0.083 -2.597 4.952
C: -1.250 -2.334 4.614
C: 1.081 -2.432 3.984
C: 2.056 -2.364 -2.089
C: -0.917 -4.263 0.682
C: 0.756 4.728 1.697
C: 0.745 -2.034 2.684
C: -1.583 -1.964 3.314
C: 0.221 0.917 5.256
C: -0.457 6.236 -1.359
C: -0.600 -1.907 2.331
C: 2.558 -0.676 -0.359
H: 1.086 -2.878 -1.960
H: -3.545 2.209 -4.153
H: -2.035 -2.423 5.368
H: -0.104 -6.113 0.026
H: -2.593 2.095 -7.512
H: -2.620 -1.748 3.024
H: -1.730 -6.268 0.681
H: -0.169 6.732 1.419
H: -0.840 7.166 -0.923
H: 0.305 6.453 -2.111
H: 1.510 -1.828 1.924
H: -0.337 -4.255 1.615
H: -0.096 1.100 2.663
H: 0.219 1.840 5.859
H: 2.763 -3.067 -2.564
H: -0.763 0.803 4.773
H: -1.498 -5.581 -0.951
H: 2.014 -3.518 0.516
H: 0.667 0.805 -5.142
H: 0.339 -2.912 5.966
H: 1.908 -1.474 -2.711
H: 2.744 1.922 5.384
H: -1.271 5.679 -1.834
H: 3.424 -3.843 -0.513
H: 3.294 1.190 3.842
H: 2.127 -2.615 4.238
H: 2.897 0.148 5.251
H: 3.579 -2.710 0.877
H: 0.400 0.062 5.921
H: -1.992 -1.185 0.872
H: -1.715 -2.242 -1.728
H: 0.203 2.109 -6.249
H: -3.733 0.819 -7.052
H: -1.979 2.369 -3.322
H: -2.195 0.410 -7.826
H: 1.443 2.844 0.941
H: -2.301 -3.924 -1.600
H: 0.994 4.573 2.730
H: -3.212 -2.597 -0.840
H: -2.298 3.331 -4.761
H: 2.984 -0.575 0.667
H: 0.156 0.425 -6.801

Cartesian forces (eV/Å) of the 6 atoms listed first:
0.592 -1.645 1.024
-0.359 0.380 -0.018
-0.045 0.091 -0.600
-0.226 0.373 0.009
0.249 -0.102 -0.316
-0.579 -0.657 -0.848

[2]
ORCA calculation (ωB97M-V/def2-TZVPD) on 3 unconnected molecules or ions with the total composition C5H8O at a distorted geometry.

Its spin multiplicity is 1. The net charge is 0. The highest occupied orbital energy (alpha / beta) is -7.63 / -7.63 eV. As for the energy above the lowest of the compared OMol25 structures with the same formula, charge and spin: 5.748 eV.

CARTESIAN COORDINATES (ANGSTROEM)
O: -0.135 -0.266 -1.380
C: 1.590 -0.238 0.287
C: 0.729 0.622 -0.517
C: -0.246 1.132 0.494
C: -1.321 -0.360 -0.756
C: -1.462 0.567 0.303
H: -0.805 -1.690 0.336
H: 0.653 -1.490 0.338
H: 0.050 1.764 1.323
H: 1.785 -0.221 1.351
H: 2.362 -0.845 -0.175
H: 1.201 1.303 -1.226
H: -2.056 -0.935 -1.299
H: -2.345 0.658 0.922

Cartesian forces (eV/Å) of the 6 atoms listed first:
0.036 1.839 0.040
-0.636 -5.474 0.260
-0.800 -0.066 -0.103
-1.443 0.502 -0.315
1.525 -3.500 0.626
0.903 1.209 0.685

[3]
ORCA calculation (ωB97M-V/def2-TZVPD) on a molecular structure, C25H30HfN5O3 at a distorted geometry.

Its spin multiplicity is 1. The net charge is +1. The highest occupied orbital energy is -10.68 eV.

CARTESIAN COORDINATES (ANGSTROEM)
Hf: 0.078 0.099 0.033
O: -0.449 0.210 1.952
O: 4.854 2.856 -0.983
O: 0.790 1.663 -1.140
N: 1.917 0.962 0.922
N: -1.922 1.380 -0.467
N: 2.721 1.737 0.078
N: -0.597 -0.305 -2.305
N: -1.784 -1.790 0.147
C: -0.980 -2.735 0.971
C: -1.511 0.752 -2.802
C: 1.115 -1.840 -0.098
C: 0.242 -0.155 3.055
C: 2.305 -0.321 4.305
C: 2.664 2.886 -2.022
C: 2.046 2.072 -0.979
C: 4.023 3.240 -1.965
C: 2.965 -3.344 -0.610
C: 1.625 0.065 3.141
C: 2.440 4.094 -4.112
C: 1.895 3.327 -3.109
C: 2.228 -4.423 -0.142
C: 3.794 4.435 -4.039
C: 2.373 0.746 2.104
C: -2.569 1.047 -1.763
C: 0.394 -2.953 0.375
C: -2.224 -2.539 -1.039
C: -2.975 -1.400 0.919
C: -0.431 -0.741 4.120
C: 2.409 -2.073 -0.581
C: 0.943 -4.229 0.350
C: 4.575 4.017 -2.985
C: 0.267 -1.135 5.247
C: 1.643 -0.932 5.346
H: -1.362 -2.954 -1.563
H: 5.623 4.274 -2.917
H: -0.896 -2.301 1.969
H: 4.343 2.335 -0.334
H: -3.200 0.175 -1.596
H: -1.503 -0.871 4.051
H: -3.670 -0.855 0.279
H: 0.847 3.059 -3.141
H: 0.372 -5.075 0.718
H: -1.000 -1.218 -2.460
H: -0.271 -1.597 6.066
H: 3.967 -3.492 -0.992
H: -1.517 2.312 -0.534
H: -2.684 -0.776 1.760
H: -0.913 1.641 -2.988
H: 2.653 -5.419 -0.163
H: -2.614 1.424 0.275
H: 0.266 -0.288 -2.841
H: -1.982 0.464 -3.742
H: 4.241 5.039 -4.818
H: 2.179 -1.239 6.233
H: 3.372 -0.137 4.370
H: 3.012 -1.242 -0.940
H: -3.499 -2.286 1.295
H: 3.366 1.125 2.334
H: 1.832 4.433 -4.939
H: -1.526 -3.679 1.082
H: -2.804 -1.904 -1.707
H: -3.220 1.852 -2.101
H: -2.860 -3.377 -0.736

Cartesian forces (eV/Å) of the 6 atoms listed first:
-1.286 0.214 -0.815
0.087 -0.183 0.560
-0.067 0.072 -0.129
0.720 0.300 -0.007
0.461 0.095 -0.050
0.060 -0.014 -0.158

no.,E (a.u.)
1,-3620.6651
2,-270.3467
3,-1518.1555